{
  "formula": "C13H16CsNO2S5",
  "method": "ωB97M-V/def2-TZVPD",
  "symbols": ["Cs", "O", "C", "S", "C", "C", "S", "S", "S", "O", "S", "C", "C", "C", "C", "H", "H", "H", "H", "H", "H", "H", "H", "C", "C", "C", "C", "C", "C", "N", "H", "H", "H", "H", "H", "H", "H", "H"],
  "positions_angstrom": [[0.128, -1.297, 0.813], [7.200, -2.264, 4.163], [6.105, -2.113, 3.645], [4.591, -2.024, 4.520], [3.471, -1.850, 3.147], [4.049, -1.854, 1.927], [3.360, -1.716, 0.330], [5.822, -2.023, 1.920], [1.802, -1.703, 3.635], [0.194, 1.208, -0.358], [0.008, 2.295, -1.355], [0.517, 3.823, -0.508], [2.036, 3.843, -0.549], [2.383, 3.502, -1.997], [1.549, 2.275, -2.350], [0.079, 3.767, 0.488], [0.080, 4.665, -1.054], [2.426, 3.074, 0.120], [2.442, 4.808, -0.237], [3.446, 3.306, -2.140], [2.108, 4.342, -2.644], [2.030, 1.353, -2.018], [1.297, 2.188, -3.406], [-2.931, 0.243, -1.586], [-3.641, -0.915, -0.947], [-5.007, -1.081, -0.770], [-5.158, -2.301, -0.070], [-3.873, -2.784, 0.128], [-3.461, -4.067, 0.788], [-2.945, -1.949, -0.407], [-2.788, 1.083, -0.897], [-3.481, 0.623, -2.453], [-1.935, -0.067, -1.923], [-5.789, -0.405, -1.097], [-6.083, -2.768, 0.249], [-3.991, -4.231, 1.731], [-2.391, -4.046, 1.006], [-3.646, -4.942, 0.153]],
  "mulliken_charge": [1.07, -0.68, 0.56, -0.25, 0.00, 0.01, -0.72, -0.25, -0.73, -0.55, 0.39, -0.78, -0.57, -0.57, -0.67, 0.38, 0.37, 0.31, 0.34, 0.31, 0.27, 0.30, 0.39, -0.64, 0.14, -0.73, -0.65, 0.28, -0.98, -0.29, 0.11, 0.25, 0.14, 0.38, 0.39, 0.27, 0.20, 0.19],
  "total_charge": -2,
  "homo_lumo_gap_ev": 3.69,
  "mol_weight_g_mol": 511.5,
  "energy_ha": -2721.33074,
  "e_lumo_ev": 3.43
}